No. 1
Entry from the OMol25 dataset: a 3-piece molecular cluster, C37H61BrN3O4 overall at a distorted geometry (wB97M-V/def2-TZVPD).

Each line ends with the Mulliken charge.
Cartesian coordinates (Å):
C: 12.531 3.585 0.150  -1.205
C: 12.940 2.231 0.733  -0.498
C: 11.706 1.331 0.908  -0.725
C: 11.435 0.467 -0.324  -0.624
C: 10.345 -0.597 -0.073  -0.774
C: 9.136 -0.460 -0.991  -0.640
C: 8.310 -1.770 -1.090  -0.955
C: 6.852 -1.611 -0.649  -0.810
C: 5.881 -1.305 -1.806  -0.654
C: 4.505 -1.998 -1.688  -0.621
C: 3.332 -1.026 -1.465  -0.710
C: 2.029 -1.448 -2.176  -0.516
C: 0.873 -1.764 -1.212  -1.023
C: -0.520 -1.444 -1.806  -1.327
C: -1.398 -0.605 -0.896  -0.082
C: -2.426 0.262 -1.678  -1.539
C: -3.268 0.873 -0.535  0.111
C: -4.545 1.542 -1.031  -0.213
C: -4.347 3.045 -1.241  -1.225
C: -3.565 3.434 -2.496  -0.547
C: -4.403 3.409 -3.780  -0.530
O: -4.665 4.729 -4.261  -0.382
C: -5.477 5.446 -3.442  0.148
O: -5.161 6.534 -2.981  -0.480
C: -3.377 -0.327 0.490  0.265
Br: -2.493 0.272 2.130  0.045
C: -4.706 -1.087 0.669  -0.999
C: -5.316 -1.158 2.085  -0.038
C: -6.252 0.015 2.447  -0.280
C: -5.812 0.932 3.556  0.123
O: -6.323 2.038 3.731  -0.607
O: -4.846 0.444 4.367  -0.335
N: -2.385 -1.354 -0.072  0.013
H: 12.131 4.224 0.929  0.308
H: 13.377 4.093 -0.301  0.361
H: 11.772 3.426 -0.608  0.309
H: 13.443 2.370 1.682  0.334
H: 13.599 1.730 0.032  0.352
H: 10.834 1.973 1.044  0.298
H: 11.763 0.710 1.797  0.415
H: 12.372 -0.019 -0.584  0.369
H: 11.167 1.106 -1.161  0.304
H: 10.803 -1.573 -0.199  0.424
H: 10.024 -0.509 0.960  0.324
H: 8.489 0.313 -0.584  0.258
H: 9.434 -0.131 -1.982  0.433
H: 8.366 -2.157 -2.101  0.430
H: 8.773 -2.497 -0.429  0.449
H: 6.772 -0.833 0.102  0.291
H: 6.536 -2.555 -0.212  0.477
H: 5.720 -0.234 -1.887  0.319
H: 6.358 -1.621 -2.728  0.402
H: 4.537 -2.680 -0.845  0.298
H: 4.326 -2.544 -2.606  0.355
H: 3.613 -0.039 -1.815  0.328
H: 3.125 -0.963 -0.400  0.290
H: 2.230 -2.359 -2.731  0.378
H: 1.732 -0.703 -2.909  0.363
H: 0.904 -2.834 -1.030  0.297
H: 1.014 -1.248 -0.269  0.575
H: -0.356 -0.839 -2.691  0.519
H: -1.031 -2.346 -2.137  0.534
H: -0.818 0.114 -0.334  0.462
H: -3.031 -0.456 -2.230  0.277
H: -1.869 0.958 -2.281  0.586
H: -2.586 1.560 -0.055  0.758
H: -4.839 1.074 -1.967  0.498
H: -5.369 1.427 -0.334  -0.338
H: -3.854 3.489 -0.383  0.480
H: -5.335 3.487 -1.340  0.478
H: -2.660 2.856 -2.639  0.076
H: -3.237 4.462 -2.373  0.535
H: -5.343 2.877 -3.626  0.297
H: -3.851 2.926 -4.574  0.290
H: -6.475 5.030 -3.235  0.410
H: -4.574 -2.115 0.348  0.423
H: -5.467 -0.673 0.013  0.446
H: -5.943 -2.045 2.083  0.690
H: -4.570 -1.329 2.844  -0.439
H: -6.459 0.606 1.564  0.103
H: -7.209 -0.395 2.750  0.470
H: -4.546 1.177 4.914  0.342
H: -2.807 -1.975 -0.761  0.609
H: -1.959 -1.908 0.672  0.357
N: -8.107 0.521 -1.238  -0.319
C: -8.741 1.452 -1.952  -0.096
C: -10.052 1.834 -1.721  -0.613
C: -10.749 1.215 -0.694  -0.144
C: -10.106 0.245 0.057  -0.752
C: -8.791 -0.056 -0.258  -0.038
H: -8.164 1.908 -2.750  0.360
H: -10.517 2.595 -2.331  0.368
H: -11.775 1.485 -0.484  0.400
H: -10.609 -0.262 0.868  0.367
H: -8.244 -0.810 0.301  0.497
N: -2.043 -4.885 4.273  -0.494
C: -2.152 -5.353 5.515  -0.319
C: -2.874 -4.717 6.515  -0.302
C: -3.514 -3.527 6.211  -0.635
C: -3.408 -3.026 4.923  0.120
C: -2.667 -3.745 3.999  -0.144
H: -1.633 -6.283 5.712  0.373
H: -2.930 -5.144 7.506  0.380
H: -4.085 -2.999 6.963  0.401
H: -3.890 -2.099 4.645  0.316
H: -2.559 -3.390 2.976  0.303

The HOMO-LUMO gap is 8.99 eV. The lowest unoccupied orbital energy is -2.6 eV. As for the total charge: +1.

***

No. 2
Entry from the OMol25 dataset: C11H20F15N6O18S4Y as an isolated structure at a distorted geometry (wB97M-V/def2-TZVPD).

Each line ends with the Mulliken charge.
Cartesian coordinates (Å):
Y: 3.359 -30.560 -14.823  1.366
C: 6.920 -27.198 -14.500  0.398
F: 7.618 -27.890 -13.617  -0.233
F: 5.867 -26.527 -14.036  -0.157
F: 7.637 -26.296 -15.155  -0.239
S: 6.252 -28.492 -15.840  1.222
O: 5.385 -27.689 -16.746  -0.745
O: 7.396 -29.105 -16.480  -0.799
O: 5.546 -29.502 -15.051  -0.651
C: -0.208 -33.008 -17.013  0.469
F: -0.671 -34.183 -17.511  -0.249
F: -0.642 -32.009 -17.791  -0.233
F: -0.619 -32.796 -15.754  -0.138
S: 1.736 -33.064 -17.078  1.291
O: 2.243 -32.020 -16.184  0.044
O: 2.125 -34.407 -16.694  -0.628
O: 1.939 -32.764 -18.516  -1.029
C: 6.469 -34.275 -13.452  0.630
F: 5.695 -34.982 -12.658  -0.211
F: 6.853 -33.145 -12.905  -0.201
F: 7.471 -35.026 -13.907  -0.231
S: 5.401 -33.692 -15.022  1.245
O: 6.349 -33.584 -16.193  -0.791
O: 4.420 -34.759 -15.232  -0.613
O: 4.676 -32.458 -14.738  -0.368
C: 0.411 -33.328 -12.215  0.567
F: 0.255 -34.191 -11.279  -0.222
F: -0.404 -33.560 -13.266  -0.210
F: 0.388 -32.158 -11.663  -0.246
S: 2.125 -33.455 -12.885  1.218
O: 2.428 -32.078 -13.340  -0.553
O: 2.921 -33.986 -11.770  -0.806
O: 2.105 -34.431 -13.969  -0.673
C: 2.517 -27.651 -12.886  -0.292
O: 1.266 -28.419 -12.719  -0.465
O: 3.161 -28.299 -13.947  -0.324
C: 2.135 -26.103 -13.004  0.580
F: 3.176 -25.319 -13.109  -0.259
F: 1.373 -25.777 -14.022  -0.315
F: 1.510 -25.671 -11.907  -0.308
C: 0.706 -28.526 -11.369  -0.232
C: -0.640 -29.210 -11.458  -1.319
H: -0.890 -29.485 -10.433  0.387
H: -1.446 -28.569 -11.816  0.367
H: -0.770 -30.038 -12.155  0.174
H: 0.540 -27.557 -10.898  0.280
H: 1.408 -29.043 -10.715  0.337
H: 3.175 -27.736 -12.022  0.142
O: 0.852 -29.933 -14.637  -0.024
H: 0.734 -29.365 -13.876  0.296
H: 0.231 -29.597 -15.284  0.131
C: 2.207 -28.548 -17.481  0.182
O: 2.571 -29.376 -16.687  0.269
N: 1.888 -27.357 -17.177  -0.378
N: 2.308 -28.671 -18.775  -0.368
H: 1.565 -26.742 -17.911  0.136
H: 1.794 -27.130 -16.198  0.094
H: 2.482 -29.511 -19.308  0.237
H: 1.863 -27.910 -19.267  0.128
C: 5.278 -30.591 -11.785  0.385
O: 4.431 -30.594 -12.688  -0.359
N: 6.168 -29.749 -11.607  -0.359
N: 5.287 -31.513 -10.828  -0.416
H: 6.212 -28.964 -12.242  0.154
H: 6.784 -29.886 -10.818  0.160
H: 4.676 -32.317 -10.812  0.219
H: 5.968 -31.378 -10.094  0.084
C: 4.956 -31.037 -18.325  -0.037
O: 4.672 -30.951 -17.137  0.272
N: 6.068 -30.593 -18.883  -0.303
N: 4.236 -31.591 -19.286  -0.303
H: 6.773 -30.187 -18.285  0.252
H: 6.218 -30.713 -19.875  0.115
H: 3.536 -32.273 -19.031  0.298
H: 4.752 -31.804 -20.128  0.156

The HOMO-LUMO gap is 7.17 eV. The lowest unoccupied orbital energy is 4.1 eV. As for the total charge: -2.

***

No. 3
Entry from the OMol25 dataset: CHNOS in the gas phase at a distorted geometry (wB97M-V/def2-TZVPD).

Each line ends with the Mulliken charge.
Cartesian coordinates (Å):
O: -1.556 -0.111 0.096  -0.294
N: -0.227 -0.011 0.031  -0.012
C: 0.878 0.449 -0.007  0.229
S: 2.419 0.748 0.062  -0.347
H: -1.513 -1.075 -0.181  0.424

The HOMO-LUMO gap is 9.21 eV. The calculation puts the energy above the lowest of the compared OMol25 structures with the same formula, charge and spin at 1.481 eV. The lowest unoccupied orbital energy is 0.2 eV. As for the total charge: 0.

***

No. 4
Entry from the OMol25 dataset: CH4BNO2 in the gas phase at a distorted geometry (wB97M-V/def2-TZVPD).

Each line ends with the Mulliken charge.
Cartesian coordinates (Å):
B: 0.482 0.458 -0.121  0.107
C: -1.067 0.360 -0.253  -0.718
N: 1.052 -0.663 0.613  0.745
O: 1.443 -1.343 1.508  -0.502
O: 1.011 -1.105 -0.595  -0.377
H: 1.159 1.352 -0.415  -0.050
H: -1.278 -0.491 0.371  0.252
H: -1.205 0.207 -1.238  0.274
H: -1.598 1.226 0.129  0.267

The HOMO-LUMO gap is 11.09 eV. The calculation puts the energy above the lowest of the compared OMol25 structures with the same formula, charge and spin at 1.266 eV. The lowest unoccupied orbital energy is -0.5 eV. As for the total charge: 0.

***

No. 5
Entry from the OMol25 dataset: a 4-piece molecular cluster, C29H43N5OS overall (wB97M-V/def2-TZVPD).

Each line ends with the Mulliken charge.
Cartesian coordinates (Å):
C: 2.706 0.081 -1.477  -1.170
C: 1.584 -0.149 -0.466  0.175
O: 0.598 -0.985 -1.083  -0.124
C: -0.638 -1.185 -0.424  1.998
C: -0.598 -0.774 0.995  -0.773
N: -0.594 -0.457 2.094  -0.548
C: -1.739 -0.468 -1.237  -0.943
C: -1.966 0.991 -0.933  0.192
C: -1.537 1.957 -1.835  -0.409
C: -1.769 3.302 -1.581  -0.922
C: -2.428 3.693 -0.425  -0.642
C: -2.859 2.744 0.499  0.403
C: -3.556 3.166 1.767  -1.511
C: -2.628 1.402 0.225  -0.061
C: -0.905 -2.714 -0.464  0.698
C: 0.292 -3.432 -0.010  -0.496
N: 1.200 -4.010 0.380  -0.625
C: -2.181 -3.184 0.267  -0.600
C: -3.335 -3.595 -0.672  -0.934
C: -4.644 -2.861 -0.359  -0.491
S: -5.447 -3.545 1.123  -0.219
H: 3.671 -0.116 -1.010  0.444
H: 2.595 -0.608 -2.313  -0.007
H: 2.708 1.117 -1.796  0.317
H: 1.144 0.811 -0.183  0.275
H: 1.970 -0.643 0.430  0.074
H: -2.686 -1.007 -1.181  0.071
H: -1.387 -0.553 -2.266  0.607
H: -1.031 1.655 -2.745  0.431
H: -1.440 4.043 -2.300  0.409
H: -2.605 4.747 -0.248  0.489
H: -2.838 3.545 2.495  0.295
H: -4.091 2.325 2.206  0.382
H: -4.285 3.948 1.550  0.390
H: -2.972 0.653 0.930  0.277
H: -1.008 -2.932 -1.532  0.212
H: -1.915 -4.043 0.880  0.634
H: -2.536 -2.425 0.966  0.304
H: -3.083 -3.372 -1.711  0.320
H: -3.530 -4.661 -0.560  0.485
H: -5.336 -2.899 -1.198  0.424
H: -4.448 -1.809 -0.151  0.055
H: -5.458 -2.440 1.871  0.116
C: 3.294 -2.336 -5.294  -1.206
C: 3.069 -3.418 -4.246  -0.291
C: 1.734 -4.149 -4.423  -0.497
C: 0.595 -3.256 -4.219  0.295
N: -0.296 -2.559 -4.023  -0.480
H: 2.540 -1.550 -5.220  0.314
H: 4.271 -1.872 -5.163  0.326
H: 3.253 -2.751 -6.303  0.391
H: 3.111 -2.982 -3.246  0.185
H: 3.868 -4.159 -4.301  0.357
H: 1.654 -4.969 -3.708  0.290
H: 1.663 -4.583 -5.422  0.346
C: 0.512 6.288 0.093  -0.969
C: 1.986 6.542 0.377  -0.496
C: 2.905 5.977 -0.712  -0.540
C: 2.831 4.519 -0.790  0.231
N: 2.784 3.373 -0.840  -0.347
H: 0.291 5.221 0.072  0.211
H: -0.111 6.743 0.863  0.361
H: 0.220 6.714 -0.870  0.314
H: 2.256 6.105 1.340  0.317
H: 2.172 7.615 0.452  0.316
H: 3.941 6.256 -0.517  0.308
H: 2.639 6.391 -1.686  0.273
C: 1.630 -1.259 4.387  -0.960
C: 1.224 -2.239 5.479  -0.444
C: 1.032 -1.564 6.841  -0.493
C: 2.279 -1.007 7.366  0.260
N: 3.258 -0.575 7.780  -0.427
H: 2.602 -0.809 4.603  0.411
H: 1.702 -1.767 3.426  0.146
H: 0.897 -0.461 4.283  0.307
H: 1.969 -3.032 5.568  0.324
H: 0.282 -2.719 5.206  0.283
H: 0.646 -2.278 7.570  0.306
H: 0.299 -0.759 6.761  0.272

The HOMO-LUMO gap is 9.70 eV. The lowest unoccupied orbital energy is 0.6 eV. As for the total charge: 0.

***

No. 6
Entry from the OMol25 dataset: an isolated ion of composition C2H7N2 and charge +1 at a distorted geometry (wB97M-V/def2-TZVPD).

Each line ends with the Mulliken charge.
Cartesian coordinates (Å):
C: 0.680 -1.229 1.229  -0.699
N: 0.482 -0.352 0.080  -0.187
C: -0.498 0.492 -0.095  0.257
N: -0.714 1.157 -1.225  -0.355
H: 1.146 -0.609 2.011  0.351
H: -0.300 -1.549 1.588  0.274
H: 1.417 -1.987 0.987  0.286
H: 1.277 -0.216 -0.552  0.278
H: -1.407 0.580 0.589  0.296
H: -0.011 1.495 -1.887  0.248
H: -1.624 1.167 -1.662  0.251

The HOMO-LUMO gap is 11.14 eV. The calculation puts the energy above the lowest of the compared OMol25 structures with the same formula, charge and spin at 0.743 eV. The lowest unoccupied orbital energy is -4.4 eV. As for the total charge: +1.

***

Which value of total charge does entry 3 give?
0